# 1
{
  "formula": "C26H22BF4N4O4Re",
  "method": "the ωB97M-V functional and the def2-TZVPD basis",
  "total_charge": -1,
  "spin_multiplicity": 2,
  "homo_energy_ev": [-4.92, -4.82],
  "orbital_gap_ev": [5.93, 6.24],
  "lumo_ev": [1.0163, 1.4229],
  "symbols": ["Re", "C", "C", "O", "C", "C", "C", "N", "N", "C", "O", "C", "C", "C", "C", "C", "C", "H", "H", "H", "H", "H", "H", "H", "H", "H", "H", "H", "H", "O", "C", "C", "C", "C", "C", "C", "C", "N", "N", "C", "O", "C", "C", "C", "C", "C", "C", "H", "H", "H", "H", "H", "H", "H", "H", "H", "H", "F", "B", "F", "F", "F"],
  "coordinates": [[0.02384, -0.06473, -0.47632], [-2.88105, 2.63896, 1.35074], [-2.31475, 1.42016, 0.67499], [-1.11261, 1.49265, 0.32149], [-3.17557, 0.32764, 0.45297], [-2.88746, -0.86991, -0.18963], [-3.99945, -1.85334, -0.41951], [-1.68074, -1.18093, -0.65615], [-1.56773, -2.36305, -1.29459], [-0.36750, -2.57243, -1.77351], [0.58035, -1.69949, -1.68123], [-0.09798, -3.86409, -2.41849], [1.08377, -4.05592, -3.13113], [1.35901, -5.28593, -3.69533], [0.46398, -6.33360, -3.55469], [-0.71645, -6.14487, -2.85285], [-1.00248, -4.91653, -2.29052], [-2.54709, 3.53140, 0.82644], [-2.46622, 2.68746, 2.35840], [-3.96459, 2.61296, 1.40425], [-4.18407, 0.43839, 0.81541], [-4.96120, -1.42472, -0.15311], [-3.82749, -2.75102, 0.17295], [-3.99849, -2.15423, -1.46560], [1.77368, -3.23088, -3.21660], [2.27998, -5.43505, -4.23910], [0.68623, -7.29844, -3.98816], [-1.40809, -6.96721, -2.73672], [-1.90667, -4.75083, -1.73039], [-0.40984, 1.05658, -2.16774], [0.35039, 1.94594, -2.71341], [-0.16783, 2.61922, -3.84603], [0.57256, 3.53421, -4.55072], [1.87130, 3.84061, -4.15030], [2.39335, 3.23952, -3.03157], [1.67105, 2.29844, -2.27669], [2.33303, 1.72472, -1.15057], [1.87124, 0.78753, -0.37375], [2.72229, 0.28428, 0.53603], [2.23303, -0.76882, 1.15850], [1.07030, -1.23632, 0.93100], [3.15732, -1.49755, 2.04573], [4.42209, -0.98271, 2.31944], [5.31036, -1.70285, 3.09309], [4.94845, -2.93881, 3.60466], [3.69122, -3.45592, 3.33458], [2.79494, -2.73996, 2.56238], [-1.17664, 2.37025, -4.14135], [0.14676, 4.00751, -5.42346], [2.45979, 4.54539, -4.71764], [3.39946, 3.48498, -2.71816], [3.34076, 2.07631, -0.94456], [4.68135, -0.01490, 1.92046], [6.29684, -1.30247, 3.29324], [5.64363, -3.49334, 4.22242], [3.41510, -4.42546, 3.72245], [1.81076, -3.13190, 2.36001], [0.50506, 0.78711, 4.54517], [-0.43980, 1.15400, 3.61236], [-1.71390, 0.83114, 4.05968], [-0.38517, 2.52146, 3.38395], [-0.19558, 0.47710, 2.40790]]
}

***

# 2
{
  "formula": "C26H22F6N7O3RuS",
  "method": "the ωB97M-V functional and the def2-TZVPD basis",
  "total_charge": 1,
  "homo_energy_ev": [-10.79, -10.81],
  "orbital_gap_ev": [5.86, 5.90],
  "lumo_ev": [-4.9337, -4.9107],
  "e_above_lowest_ev": 0.0000,
  "symbols": ["Ru", "O", "C", "N", "C", "C", "C", "C", "C", "C", "N", "C", "O", "C", "C", "C", "C", "C", "N", "C", "C", "C", "C", "C", "N", "H", "H", "H", "H", "H", "H", "H", "H", "H", "H", "H", "H", "C", "C", "O", "C", "F", "F", "F", "C", "F", "F", "F", "H", "H", "H", "C", "C", "C", "N", "N", "C", "N", "S", "H", "H", "H", "H", "H", "H", "H"],
  "coordinates": [[-0.19028, -0.24643, -0.16035], [-2.66315, 0.28481, -3.21911], [-2.22996, 0.09717, -2.12052], [-1.13758, -0.73186, -1.76615], [-1.15685, -2.06750, -2.08576], [-1.67851, -2.62435, -3.26582], [-1.65464, -3.98634, -3.40593], [-1.15604, -4.81868, -2.37865], [-0.69426, -4.30566, -1.19486], [-0.69686, -2.90862, -1.02358], [-0.39206, -2.20346, 0.10177], [-0.21448, -2.73096, 1.35904], [-0.30925, -3.89072, 1.68966], [0.17461, -1.65528, 2.34318], [0.43369, -1.97086, 3.66214], [0.84848, -0.96142, 4.51672], [0.98595, 0.32729, 4.02299], [0.69321, 0.57474, 2.69358], [0.29584, -0.40000, 1.87076], [-2.82889, 0.67031, -0.86114], [-4.02193, 1.35551, -0.87246], [-4.56336, 1.75013, 0.34567], [-3.88473, 1.44282, 1.51025], [-2.67238, 0.77207, 1.43274], [-2.15522, 0.39028, 0.27043], [-2.03737, -1.97760, -4.05267], [-2.00989, -4.43434, -4.32378], [-1.14728, -5.88980, -2.52900], [-0.34384, -4.94391, -0.39959], [0.31604, -2.99732, 3.97999], [1.06844, -1.17765, 5.55340], [1.32074, 1.13770, 4.65444], [0.76939, 1.56227, 2.25928], [-4.50824, 1.54819, -1.81856], [-5.50550, 2.27992, 0.38083], [-4.27567, 1.72141, 2.47828], [-2.09843, 0.54405, 2.31972], [2.79571, -2.30012, 0.34222], [2.81391, -1.15241, -0.66201], [1.68284, -0.36789, -0.78036], [3.07636, -1.74440, -2.06637], [4.21042, -2.44275, -2.13579], [2.06671, -2.56868, -2.39505], [3.12213, -0.79086, -3.01355], [3.93741, -0.16942, -0.25288], [5.14104, -0.74497, -0.19306], [4.02333, 0.87874, -1.08098], [3.65983, 0.31966, 0.97296], [2.06517, -3.04984, 0.04952], [2.56253, -1.91699, 1.33273], [3.77406, -2.77630, 0.38405], [0.47175, 5.82422, 1.49388], [-0.70678, 5.15630, 0.78241], [-0.28115, 3.96304, -0.00824], [-0.41872, 2.74924, 0.38508], [0.09149, 1.83259, -0.50386], [0.64028, 2.38322, -1.57002], [1.18247, 1.68000, -2.57079], [0.52868, 4.10564, -1.54576], [0.12849, 6.68327, 2.06784], [1.21931, 6.17339, 0.78106], [0.95557, 5.12617, 2.17711], [-1.20021, 5.87098, 0.12110], [-1.44840, 4.81350, 1.50431], [1.52967, 0.75984, -2.29868], [1.69633, 2.16896, -3.28388]]
}

***

# 3
{
  "formula": "C26H22N8O5RuS2",
  "method": "the ωB97M-V functional and the def2-TZVPD basis",
  "total_charge": 1,
  "spin_multiplicity": 2,
  "homo_energy_ev": [-10.36, -10.42],
  "orbital_gap_ev": [6.57, 6.28],
  "lumo_ev": [-3.7888, -4.1353],
  "e_above_lowest_ev": 0.9787,
  "symbols": ["Ru", "C", "C", "C", "O", "C", "O", "O", "H", "H", "H", "H", "H", "H", "H", "N", "C", "C", "C", "C", "C", "C", "S", "O", "O", "N", "C", "N", "C", "C", "C", "N", "H", "H", "H", "H", "H", "H", "H", "H", "H", "S", "N", "C", "C", "C", "C", "C", "N", "C", "C", "N", "C", "C", "C", "C", "C", "N", "H", "H", "H", "H", "H", "H"],
  "coordinates": [[0.34956, 0.44963, 0.58887], [1.81672, -0.67017, 4.44906], [1.05786, -0.98393, 3.17877], [0.87121, -2.48609, 2.99522], [1.77258, -0.38668, 2.05226], [-0.30937, -0.32503, 3.14397], [-0.91123, 0.11678, 4.07985], [-0.81881, -0.27543, 1.89233], [2.79869, -1.14221, 4.42618], [1.26000, -1.04254, 5.30633], [1.94757, 0.40519, 4.56858], [1.83432, -2.99363, 2.96101], [0.33561, -2.70374, 2.07383], [0.29919, -2.87159, 3.83882], [2.19720, -1.10492, 1.51659], [-0.53926, -6.51892, -3.67096], [0.06667, -5.47292, -3.04105], [-0.43947, -4.98767, -1.82266], [0.17277, -3.93379, -1.18620], [1.29515, -3.33622, -1.75608], [1.80109, -3.79561, -2.96563], [1.19226, -4.85556, -3.60276], [2.09761, -2.03978, -0.93159], [3.26423, -1.64681, -1.65857], [2.23673, -2.39903, 0.46825], [1.03687, -0.76669, -0.88750], [1.07433, 0.11120, -1.96077], [1.19694, -0.26942, -3.22247], [1.20396, 0.71028, -4.11902], [1.06341, 2.05166, -3.77837], [0.92458, 2.34083, -2.43641], [0.94559, 1.37670, -1.51894], [-1.27981, -7.02448, -3.22260], [-0.12493, -6.93012, -4.48618], [-1.31033, -5.45731, -1.38244], [-0.21526, -3.57120, -0.24224], [2.66816, -3.31356, -3.39507], [1.58542, -5.21883, -4.54398], [1.31533, 0.40830, -5.15414], [1.07423, 2.83196, -4.52381], [0.81609, 3.35794, -2.07723], [-3.91454, 6.53545, 1.14679], [-2.65463, 6.06717, 2.03583], [-2.24504, 4.91404, 1.53694], [-1.10530, 4.14655, 2.01288], [-0.28089, 4.51704, 3.07813], [0.80082, 3.72519, 3.39728], [1.05640, 2.58120, 2.64685], [0.27111, 2.22292, 1.63642], [-0.81047, 2.97308, 1.33325], [-1.66712, 2.46896, 0.25717], [-1.38115, 1.23622, -0.20805], [-2.12648, 0.70889, -1.16944], [-3.19567, 1.40288, -1.73070], [-3.50650, 2.66033, -1.25932], [-2.73940, 3.20752, -0.22849], [-3.01309, 4.47812, 0.42469], [-3.98869, 5.30968, 0.10333], [-0.50588, 5.41699, 3.63520], [1.45425, 3.97569, 4.22009], [1.90991, 1.94462, 2.83645], [-1.87173, -0.29734, -1.47764], [-3.77306, 0.94208, -2.51894], [-4.33632, 3.22615, -1.66199]]
}

***

# 4
{
  "formula": "C26H22NO",
  "method": "the ωB97M-V functional and the def2-TZVPD basis",
  "total_charge": 1,
  "homo_energy_ev": -11.44,
  "orbital_gap_ev": 8.37,
  "lumo_ev": -3.0776,
  "e_above_lowest_ev": 2.3243,
  "symbols": ["C", "O", "C", "C", "C", "C", "N", "C", "C", "C", "C", "C", "C", "C", "C", "C", "C", "C", "C", "C", "C", "C", "C", "C", "C", "C", "C", "C", "H", "H", "H", "H", "H", "H", "H", "H", "H", "H", "H", "H", "H", "H", "H", "H", "H", "H", "H", "H", "H", "H"],
  "coordinates": [[5.53543, 2.84894, -0.10169], [4.29898, 3.65521, -0.07067], [3.08366, 3.02507, -0.06281], [1.90330, 3.78386, -0.07580], [0.66408, 3.19091, -0.02260], [0.63798, 1.76936, 0.12124], [-0.65095, 1.04300, -0.09139], [-1.25227, -0.46352, -0.05617], [-2.75939, -0.38122, -0.23174], [-3.50686, 0.49606, 0.53976], [-4.87639, 0.59913, 0.31789], [-5.48664, -0.16834, -0.68551], [-4.75207, -1.11890, -1.40864], [-3.38485, -1.25855, -1.13135], [-0.47872, -1.41455, -1.03832], [-0.56640, -1.57250, -2.40912], [0.42545, -2.30048, -3.06120], [1.47058, -2.92032, -2.36075], [1.48788, -2.85597, -0.95943], [0.47720, -2.13907, -0.30719], [0.36638, -1.79466, 1.11774], [1.12130, -2.21562, 2.21472], [0.64583, -1.86933, 3.48099], [-0.56215, -1.17115, 3.63961], [-1.27948, -0.70908, 2.52537], [-0.72391, -0.92687, 1.28724], [1.79100, 1.03228, -0.00082], [3.00170, 1.62043, -0.03719], [6.32300, 3.60767, -0.15078], [5.63772, 2.24441, 0.81205], [5.56842, 2.19993, -0.98975], [2.05859, 4.83027, -0.09774], [-0.23262, 3.78928, -0.11665], [-0.68195, 0.73518, -1.25183], [-1.27616, 1.88527, -0.06134], [-2.96726, 1.12740, 1.24197], [-5.45060, 1.27552, 0.93181], [-6.56938, -0.10279, -0.82291], [-5.23598, -1.78117, -2.14625], [-2.81541, -2.00261, -1.69095], [-1.25540, -0.96773, -2.98436], [0.42005, -2.36891, -4.13879], [2.23720, -3.51420, -2.88560], [2.23951, -3.38906, -0.36526], [1.95818, -2.90842, 2.05082], [1.15370, -2.24630, 4.36786], [-0.99455, -0.99485, 4.62007], [-2.20149, -0.11128, 2.61418], [1.61362, -0.05416, -0.07190], [3.84016, 0.96241, 0.00324]]
}